Record 1
C21H38BN7ReS2Sb as an isolated structure. Source: the Open Molecules 2025 dataset; level of theory: wB97M-V/def2-TZVPD.

## Properties
- HOMO level (alpha / beta) (eV) = -16.84 / -16.95
- ⟨S²⟩ = 3.812
- total charge = +3
- 2S+1 = 4

Structure (XYZ):
```
71
Properties=species:S:1:pos:R:3:forces:R:3
Re 0.069764 0.318452 0.708875 0.0631 -0.3662 -0.1886
C -2.583618 -3.896747 2.077597 0.1150 0.0034 -0.1108
N -1.669801 -3.581115 0.964072 -0.1804 -0.2286 0.2258
C -0.987715 -4.520409 0.209661 -0.1555 0.0333 0.1363
C -0.256433 -3.845766 -0.698656 0.0625 0.2074 -0.0093
N -0.485808 -2.489400 -0.496810 0.1928 0.0862 -0.2797
B -0.162267 -1.382179 -1.534021 0.1252 -0.2541 -0.0330
N 1.288979 -1.404320 -2.013484 -0.2583 -0.1219 -0.1349
C 1.752365 -2.099592 -3.125087 -0.1207 0.1014 0.1160
C 3.063347 -1.815745 -3.264242 0.1337 0.1354 0.1342
N 3.396078 -0.933272 -2.249441 0.3784 0.0308 -0.1316
C 4.743125 -0.374653 -2.032651 -0.1410 -0.0943 -0.0297
C 2.308316 -0.702663 -1.512507 0.0378 -0.0398 -0.0344
S 2.292036 0.379073 -0.139915 -0.2790 -0.0522 0.1748
C -1.352623 -2.366424 0.516421 0.0152 -0.1130 0.0541
S -1.943584 -0.862631 1.185845 0.0846 0.2717 -0.0611
H -2.024072 -3.991940 3.003895 0.0552 0.0061 0.0232
H -3.084875 -4.833797 1.856365 0.0086 -0.0200 -0.0372
H -3.329569 -3.114364 2.171657 -0.0077 0.0384 -0.0349
H -1.092156 -5.579179 0.379741 -0.0320 0.0389 0.0298
H 0.398344 -4.218727 -1.468322 -0.0312 0.0592 0.0251
H -0.935983 -1.374531 -2.442831 0.0227 0.1389 0.0986
H -0.329581 -0.228375 -0.988492 -0.1258 0.3277 -0.1008
H 1.106460 -2.714890 -3.730822 0.0069 0.0564 0.0607
H 3.784526 -2.146213 -3.994221 -0.0128 0.0290 0.0553
H 5.213274 -0.221032 -2.998284 -0.0066 -0.0050 -0.0501
H 5.340295 -1.063082 -1.440434 -0.0127 -0.0414 0.0219
H 4.664765 0.579139 -1.520069 -0.0337 0.0200 -0.0043
N -1.333354 1.438766 5.826731 0.0953 0.0121 -0.0729
C -0.374456 1.078385 4.965083 -0.0316 0.0029 0.2945
C -0.589959 1.035268 3.576613 0.2010 -0.0593 -0.2651
N 0.403796 0.679772 2.747972 0.1267 0.0452 0.3143
C 1.611861 0.362438 3.265150 -0.1802 0.0884 -0.0267
C 1.783516 0.400344 4.642506 -0.0429 0.0313 0.1689
N 0.821503 0.744114 5.476555 0.0916 -0.0145 -0.1610
H -2.262354 1.691209 5.540466 -0.0150 -0.0178 -0.0081
H -1.116466 1.443838 6.811819 0.0017 -0.0041 0.0046
H -1.549159 1.289799 3.148364 -0.0124 -0.1042 -0.0418
H 2.408071 0.085884 2.592925 -0.0060 -0.0360 -0.0089
H 2.743469 0.137028 5.073478 -0.0413 0.0127 -0.0029
C 2.599504 3.566401 1.526620 0.1006 0.1259 -0.0600
C 1.880148 3.972391 0.244096 -0.2291 -0.2317 0.1179
C 1.649918 5.475807 0.131045 0.1734 0.0640 0.0258
Sb -0.058699 3.019552 0.097712 -0.1146 -0.1410 -0.0588
C -1.465599 4.175544 1.268342 0.0979 -0.2630 -0.0291
C -1.034825 4.373884 2.716564 -0.1164 0.0564 0.0044
C -2.864565 3.592598 1.098479 -0.0202 0.0991 0.0642
C -0.798607 3.060920 -1.935943 0.2521 -0.0673 0.2338
C 0.169944 2.326681 -2.859181 -0.1008 0.1185 -0.0955
C -1.032048 4.516351 -2.333199 -0.0622 -0.0571 -0.1699
H 3.601200 4.005147 1.523603 -0.0515 -0.0053 0.0099
H 2.723234 2.486872 1.626703 -0.0008 0.0180 -0.0191
H 2.088519 3.940945 2.415104 -0.0123 -0.0170 -0.0152
H 2.400388 3.582852 -0.631891 0.0712 0.0387 -0.0236
H 1.122842 5.875610 0.999773 0.0066 -0.0270 -0.0260
H 1.111089 5.765398 -0.770411 0.0073 -0.0107 0.0080
H 2.625482 5.968928 0.093981 -0.0488 0.0083 0.0150
H -1.384053 5.126757 0.733340 -0.0617 0.0234 0.0233
H -1.065368 3.445773 3.291129 0.0115 0.1286 -0.0652
H -1.727353 5.074138 3.191790 0.0202 -0.0341 -0.0174
H -0.037530 4.802788 2.807378 0.0092 -0.0102 -0.0073
H -2.946976 2.586704 1.521045 0.0107 0.0190 0.0025
H -3.179828 3.549857 0.054478 0.0187 -0.0102 0.0178
H -3.582177 4.226190 1.625666 0.0123 -0.0278 -0.0222
H -1.745332 2.525315 -1.857574 -0.0553 -0.0160 -0.0706
H 1.143157 2.822077 -2.895621 -0.0173 -0.0111 0.0099
H -0.232708 2.334219 -3.874868 0.0155 0.0078 0.0186
H 0.318595 1.283525 -2.575299 -0.0114 0.0233 0.0012
H -0.092291 5.042481 -2.503494 -0.0098 -0.0110 0.0125
H -1.626945 5.078123 -1.612233 -0.0113 -0.0206 0.0048
H -1.583873 4.529012 -3.276036 0.0249 0.0253 0.0001
```
Positions in Å, forces in eV/Å.

Atom charges from the Löwdin analysis, given in e for atoms 1 to 4: 0.86 0.03 -0.08 0.03



Record 2
A 3-piece molecular cluster, C21H38Br3FINO13S overall. Source: the Open Molecules 2025 dataset; level of theory: wB97M-V/def2-TZVPD.

## Properties
- HOMO level (eV) = -8.81
- structure (SMILES) = CCO[C@@]1(I)[C@@H](Br)OS(=O)(=O)[C@@](O)(ON=O)[C@]1(F)/C(Br)=C(\C)Br.COCCOCCOC.COCCOCCOC
- total charge = 0

Structure (XYZ):
```
79
Properties=species:S:1:pos:R:3:forces:R:3
C 6.526363 -0.307064 0.197991 -0.5326 -1.7621 -0.0170
C 5.286847 -0.378222 -0.927138 3.2843 0.8094 0.9927
O 4.053939 -0.416737 -0.137614 -0.6605 -0.2880 -2.8126
C 2.852728 -0.707710 -0.919020 -0.0681 -0.3568 1.8071
I 3.026417 -0.486166 -3.085524 -0.0989 -0.3434 0.6037
C 2.381034 -2.282110 -0.607053 -1.7092 0.1044 -1.5286
Br 3.876744 -3.605113 -0.649697 -1.1263 1.2428 0.1460
O 1.700562 -2.443426 0.686109 -0.7854 1.9227 -1.1330
S 0.158663 -1.720128 0.711814 -5.8965 -4.3292 4.5696
O -0.914710 -2.760705 0.208719 4.7200 4.1540 0.8925
O -0.203327 -1.315577 2.164106 2.4120 -0.8043 -5.4426
C 0.154137 -0.241890 -0.494810 0.5789 0.9263 -1.8739
O -0.197459 -0.797554 -1.801160 -0.4051 1.9575 2.2229
O -0.759500 0.794895 0.009375 4.0719 -1.6127 -1.7343
N -1.996390 0.303959 0.253286 -2.0857 1.9263 5.8994
O -2.286139 0.795817 1.354894 -0.3637 -2.1324 -4.5022
C 1.700191 0.392272 -0.406640 -0.6270 -0.0457 0.6140
F 1.917279 0.501787 1.085199 -0.5806 0.1612 -3.7767
C 1.750319 1.820560 -1.198394 3.1106 4.1912 1.1767
Br 0.480570 2.343416 -2.714089 1.3046 -1.3697 1.6926
C 2.724424 2.941039 -0.875201 -2.0523 -3.6434 -0.0239
C 3.829441 2.848690 0.323719 -0.1305 1.6377 0.5998
Br 2.695679 4.698686 -1.913446 0.0922 -2.3625 1.4446
H 6.283380 0.402443 1.096182 0.5470 -1.1758 -1.9300
H 7.566676 -0.105484 -0.317463 -2.2743 -0.0808 0.9992
H 6.603161 -1.415730 0.634493 -0.1467 2.4739 -0.7352
H 5.519672 -1.348961 -1.548749 -0.9533 2.0624 1.0715
H 5.431135 0.624627 -1.559115 -0.9228 -2.2947 1.1003
H 1.601418 -2.643340 -1.436037 1.8935 0.8782 1.6072
H -1.048850 -0.359767 -2.121722 1.5323 -0.7091 0.7565
H 4.315488 3.930559 0.465462 -1.1743 -2.3578 -0.5309
H 3.283647 2.641872 1.365538 1.1906 0.0738 -2.5278
H 4.729130 2.126544 0.134934 -2.0982 1.1180 0.1984
C 0.375803 -5.618822 0.258726 -0.0921 -0.2403 -0.1616
O -0.269124 -6.871654 0.123317 -0.1108 0.0993 0.3812
C -0.109392 -7.710593 1.266620 -0.3872 -0.0348 -0.4500
C -1.367751 -8.551884 1.501704 0.1309 0.1783 0.2466
O -2.479472 -7.809333 2.017552 0.1057 0.0417 -0.5134
C -3.101556 -6.881902 1.114235 -0.2033 -0.1605 0.1005
C -3.868339 -7.541651 -0.036990 0.6300 0.2027 -0.0328
O -2.964754 -8.081004 -1.002419 -0.1491 -0.4038 0.2374
C -3.433374 -9.283305 -1.590322 0.2720 0.3611 0.1037
H 1.460285 -5.744406 0.203433 0.1552 0.1168 0.1137
H 0.046466 -4.975781 -0.560207 0.0091 -0.1652 0.0671
H 0.096491 -5.133456 1.199545 0.0888 0.0163 -0.0127
H 0.104244 -7.116275 2.166094 -0.0781 -0.0330 -0.1124
H 0.741342 -8.371184 1.067839 0.0488 -0.1579 0.2359
H -1.131205 -9.295165 2.271458 -0.0343 0.1925 0.0513
H -1.649446 -9.116330 0.611631 0.0956 0.2307 -0.1305
H -2.380896 -6.146603 0.754384 -0.0020 -0.1734 -0.2152
H -3.826438 -6.327278 1.722262 0.0441 -0.2180 -0.0108
H -4.480920 -6.791154 -0.547620 -0.1708 0.0870 0.1853
H -4.524412 -8.321447 0.366145 0.0544 -0.0184 0.0001
H -3.741199 -10.000551 -0.822455 -0.1037 -0.0168 -0.0190
H -2.613079 -9.727611 -2.159035 -0.0614 0.1667 0.0202
H -4.264469 -9.071604 -2.263622 -0.1912 -0.1615 -0.0887
C -1.190236 4.518231 -0.347713 0.0738 0.2640 -0.0962
O -1.253031 5.905933 -0.620098 -0.3684 -0.0864 0.1973
C -2.442419 6.288357 -1.309724 0.3812 0.3448 0.2801
C -2.907072 7.677007 -0.860001 -0.2126 -0.2439 -0.0093
O -3.481927 7.704531 0.452321 0.5352 -0.0526 -0.0228
C -2.577542 7.500762 1.549439 -0.1614 0.2696 0.0476
C -1.595501 8.654611 1.779158 0.1473 -0.5301 -0.3661
O -0.582566 8.664065 0.772534 -0.3081 0.3365 -0.1350
C -0.172052 9.972187 0.410516 -0.0265 -0.4338 0.0070
H -1.015572 3.959677 -1.270989 -0.1402 -0.0717 0.1893
H -0.360456 4.343264 0.340376 0.0233 0.0683 -0.1246
H -2.108034 4.171964 0.138583 -0.0637 -0.0672 -0.0326
H -3.249144 5.561752 -1.138997 0.0926 0.0888 0.0430
H -2.204861 6.309690 -2.378721 -0.2402 0.0561 -0.1409
H -3.708997 7.993967 -1.536310 -0.0331 -0.1375 0.1477
H -2.115095 8.420710 -0.959294 0.1603 -0.2224 0.0731
H -2.064991 6.542394 1.458162 0.2046 0.1678 -0.1116
H -3.214162 7.423415 2.439096 -0.0077 0.1510 -0.1696
H -1.094659 8.523656 2.744172 -0.1973 0.0129 0.1815
H -2.147164 9.601484 1.790665 0.0030 -0.0284 -0.0503
H -1.035855 10.602673 0.175675 0.0072 0.0764 0.0712
H 0.447729 9.899586 -0.486326 -0.0127 -0.0949 0.1521
H 0.412132 10.417596 1.216252 0.0462 0.2517 0.0471
```
Positions in Å, forces in eV/Å.

Atom charges from the Löwdin analysis, given in e for atoms 1 to 4: -0.09 -0.34 -0.23 -0.66



Record 3
A 6-piece molecular cluster, C21H38FNO8S3 overall. Source: the Open Molecules 2025 dataset; level of theory: wB97M-V/def2-TZVPD.

## Properties
- HOMO level (eV) = -8.74
- total charge = 0

Structure (XYZ):
```
72
Properties=species:S:1:pos:R:3:forces:R:3
C 43.132000 26.199000 40.355000 2.7694 -4.5020 4.0991
C 43.152000 24.654000 40.535000 0.7762 0.8784 2.1364
O 42.943000 24.115000 41.612000 0.0778 0.5288 -2.8057
N 43.759000 23.906000 39.421000 2.1144 0.3942 2.5525
H 43.260000 24.006000 38.511000 -3.1551 0.7424 -2.9556
H 44.604000 24.407000 39.083000 -0.2099 -0.3297 0.7980
C 43.952000 22.456000 39.542000 -4.1211 0.5386 0.9669
H 42.397000 26.521000 41.005000 -0.6170 0.8546 2.8198
H 42.641000 26.537000 39.620000 -2.7551 1.9082 -7.0652
H 44.134000 26.584000 40.446000 0.1257 0.3166 0.2870
H 42.907000 22.008000 39.716000 1.4156 0.6148 -1.0157
H 44.446000 22.061000 40.351000 1.8335 -0.0576 1.9389
H 44.388000 22.275000 38.640000 0.9621 -1.6355 -2.4183
O 42.471000 24.370000 37.346000 -0.7461 -1.2679 -0.2764
H 41.794000 23.732000 36.969000 1.4003 1.1746 0.7503
F 39.957000 27.077000 30.574000 0.3252 -0.6325 0.5765
C 40.531000 26.702000 31.762000 0.7845 -0.3628 -0.8711
C 41.069000 25.371000 31.930000 -1.1083 2.0223 0.0669
C 41.607000 25.060000 33.136000 0.6246 -0.2673 2.4889
C 41.772000 25.959000 34.194000 -1.7871 2.0882 -1.9388
C 41.247000 27.290000 33.932000 0.6900 -3.3700 -1.9887
C 40.662000 27.724000 32.711000 -0.5048 1.1688 0.4275
H 41.090000 24.486000 31.329000 -0.7387 0.4061 -1.3552
H 41.826000 24.029000 33.363000 0.4366 -0.2725 -0.3943
H 42.185000 25.664000 35.162000 -0.2074 0.2198 -0.2136
H 41.395000 27.859000 34.739000 0.1759 2.9965 2.6672
H 40.255000 28.921000 32.493000 1.2809 -4.0439 0.7109
C 45.738000 26.415000 35.336000 -5.2399 -1.0205 -0.5970
C 45.427000 27.247000 34.070000 -0.7292 -2.2638 1.1027
C 45.970000 26.565000 32.873000 -3.4309 -1.5479 2.3165
S 45.955000 24.865000 33.212000 -2.7749 1.6888 0.0386
O 47.206000 24.268000 33.022000 2.6975 -1.0729 0.3187
O 44.840000 24.384000 32.512000 -2.3370 -1.9323 -1.8612
C 45.436000 24.991000 34.900000 -3.7412 1.8118 -0.0072
H 45.081000 26.591000 36.248000 -0.5484 0.3047 -1.5414
H 46.520000 26.532000 35.914000 5.4535 0.6949 1.3804
H 45.852000 28.166000 34.132000 0.4556 3.1438 0.2561
H 44.364000 27.165000 33.914000 -0.6027 0.8963 0.4126
H 46.836000 26.810000 32.596000 7.7112 2.0442 -1.1312
H 45.507000 26.794000 31.987000 -2.2788 -0.0043 -1.9276
H 46.021000 24.266000 35.233000 2.4807 -3.1675 2.6936
H 44.281000 24.740000 35.176000 2.7678 0.3545 -1.3923
C 39.257000 19.034000 36.209000 -2.5099 -0.1862 1.0676
C 39.920000 20.241000 36.842000 3.6677 -4.0910 3.7565
C 39.860000 21.328000 36.006000 -0.1752 4.8121 -3.2406
S 39.553000 20.706000 34.316000 -1.1958 2.5025 -1.1362
O 40.568000 21.029000 33.356000 0.9406 0.0037 0.3520
O 38.222000 21.077000 33.904000 -0.4390 -0.1698 0.5875
C 39.608000 19.041000 34.757000 0.7847 0.4511 -1.3252
H 38.084000 19.136000 36.491000 2.6308 -0.5804 -1.2222
H 39.630000 18.070000 36.441000 0.0422 -0.8381 1.6251
H 41.012000 20.161000 37.226000 -1.0380 -1.1300 -1.4037
H 39.634000 20.553000 37.792000 -1.9165 -0.1336 1.7795
H 40.799000 21.830000 36.006000 0.8131 0.5904 -0.5780
H 39.177000 22.094000 36.391000 -0.5340 -0.1653 -1.0273
H 40.685000 18.817000 34.500000 -1.1327 -0.4897 0.6501
H 38.908000 18.595000 34.057000 0.0907 -0.4985 0.1145
C 37.338000 25.978000 37.812000 3.2407 1.3636 1.5727
C 38.595000 25.789000 37.006000 -0.3456 3.3585 1.7853
C 39.334000 27.062000 37.261000 2.7089 -2.9963 3.5902
S 38.810000 27.653000 38.839000 4.0331 1.2872 0.5743
O 38.172000 28.896000 38.601000 -1.1867 1.5600 -0.0313
O 39.864000 27.608000 39.848000 -0.2255 -0.0292 -0.7002
C 37.685000 26.479000 39.212000 6.0785 -8.3063 -4.5079
H 36.846000 25.155000 37.705000 -3.6548 -4.9898 0.3103
H 36.815000 26.722000 37.349000 -1.5427 2.0582 -1.3965
H 38.413000 25.711000 36.026000 -1.5240 0.2709 -3.9713
H 39.325000 25.106000 37.011000 2.0359 -3.8647 1.8961
H 39.160000 27.717000 36.567000 -0.9527 4.1862 -3.6507
H 40.404000 26.908000 37.406000 0.1137 -0.0063 -0.3860
H 37.092000 26.990000 39.662000 -8.1093 5.3432 5.4536
H 38.156000 25.703000 39.866000 -0.4236 0.6462 -0.5876
```
Positions in Å, forces in eV/Å.

Atom charges from the Löwdin analysis, given in e for atoms 1 to 4: 0.06 -0.32 0.13 0.01



In order of appearance, E = -2345.165758 -10373.067193 -2773.618888 hartree.
In order of appearance, max |F| = 0.42 8.63 11.24 eV/A.